Below is C24H48B2BeF4LiN6O19P2Si as an isolated structure in a non-equilibrium geometry, with properties calculated with the ωB97M-V functional and the def2-TZVPD basis.

Structure (XYZ):
```
108
Properties=species:S:1:pos:R:3:forces:R:3:lowdin_charge:R:1
C -0.0074 2.6383 3.0894 0.2 -0.4 -1.0 -0.0629
C 1.5027 2.3534 2.4266 1.1 0.4 3.9 -0.2818
N 2.5394 2.3898 3.3677 -3.7 0.3 -4.0 0.0553
C 1.6689 2.1330 0.8272 0.9 1.7 0.1 -0.0388
C 2.0534 0.5800 0.3373 -4.5 0.5 3.6 -0.1783
C 2.6650 -0.2870 1.5656 2.4 0.5 1.1 -0.1689
N 3.0636 -1.7172 1.2795 0.2 -0.3 0.9 -0.0201
C 0.5142 0.0220 0.0084 -0.3 -1.7 1.5 -0.2045
C -0.4020 -0.5947 1.2126 -0.7 -1.0 0.7 -0.0650
C -1.9192 -0.8386 0.5683 0.8 0.4 0.1 -0.2485
O -2.8785 -1.4106 1.5268 0.1 1.4 -2.5 -0.2550
Si -4.5255 -1.2520 0.8912 -1.5 -0.5 0.6 0.5120
C -4.5933 -0.7568 -0.9827 0.0 0.6 -1.4 -0.2184
C -5.5575 -2.9114 1.0336 -0.4 -0.4 -0.6 -0.1975
C -5.5505 0.1295 1.8335 0.1 0.6 0.3 -0.2046
O 0.8827 -1.1867 -0.7382 1.2 2.6 0.0 -0.2081
C 2.0060 -0.7347 -1.6305 -3.2 -2.9 1.9 -0.4556
P 0.9368 -0.6040 -3.2563 -0.9 1.5 -3.9 1.0291
C -0.0745 -2.2497 -3.5233 -1.2 -0.8 1.9 -0.2420
O -0.3522 0.5550 -3.1158 -0.1 -2.0 0.6 -0.3292
P 2.8733 -2.3641 -1.9913 -0.3 -2.4 7.3 0.9231
O 3.1080 -2.4501 -3.5863 -3.1 3.6 -0.4 -0.3310
O 1.8223 -3.6807 -1.4144 3.1 1.8 0.3 -0.2091
O 4.4004 -2.7176 -1.2918 -2.2 0.0 0.4 -0.2298
N 2.7065 0.5012 -1.0737 -1.0 -2.8 3.3 -0.1280
C 4.2081 0.5244 -0.9185 5.2 -0.8 0.5 -0.1272
N 4.7462 1.6745 -0.0358 0.1 -0.1 -2.5 0.0428
O 2.0370 1.5001 -1.6392 0.9 4.6 -2.4 0.0289
B 2.7141 2.3817 -2.5612 1.7 1.6 -3.9 -0.5128
O 3.3984 1.7911 -3.7656 -2.6 1.3 3.0 0.0572
O 2.7699 3.8503 -2.3866 -2.4 -3.4 -0.7 0.0866
H -0.3283 1.7480 3.7949 0.8 2.0 -1.3 0.0876
H 0.0145 3.6128 3.7590 -0.6 -2.0 -0.9 0.0215
H -0.8422 2.7522 2.2763 1.6 0.0 1.5 0.1075
H 2.1221 2.5477 4.3144 0.0 -0.4 -0.8 0.0148
H 0.6617 2.5227 0.3220 2.2 -1.2 1.1 0.1324
H 2.4922 2.9251 0.4767 -1.6 -1.9 0.8 0.1358
H 3.6693 0.2625 1.9084 -2.4 -0.8 -0.6 0.1269
H 2.0093 -0.3461 2.5370 0.7 0.8 -2.4 0.1479
H 2.6443 -2.3338 2.0321 0.6 1.0 -1.4 0.1079
H 4.1021 -1.8292 1.3798 -1.4 0.3 0.0 0.0711
H -0.2364 0.7393 -0.5290 2.0 -1.0 0.4 0.1435
H -0.0318 -1.6718 1.5689 -0.5 2.4 -0.9 0.1497
H -0.4796 0.0546 2.1801 0.1 -0.9 -1.9 0.1140
H -2.2717 0.2383 0.2086 0.6 -2.2 0.4 0.1244
H -1.7721 -1.5936 -0.3326 -0.4 1.7 1.6 0.1324
H -4.1167 -1.5707 -1.7039 -0.9 1.8 1.4 0.0584
H -4.1496 0.3299 -1.1917 -0.8 -2.4 0.3 0.0485
H -5.7349 -0.6861 -1.2769 2.2 -0.2 0.7 0.0450
H -6.2774 -2.9396 0.0948 1.4 0.2 1.8 0.0261
H -4.8856 -3.8689 0.9781 -1.4 1.8 0.5 0.0445
H -6.2474 -2.8517 1.9844 1.6 -0.4 -1.7 0.0618
H -6.6835 0.1052 1.5274 2.2 -0.2 0.5 0.0447
H -5.4754 -0.0158 3.0083 -0.1 0.5 -2.5 0.0607
H -5.1280 1.1714 1.4703 -0.8 -1.8 1.1 0.0390
H -0.6354 -2.5375 -2.5113 1.2 0.5 -2.1 0.0678
H 0.6046 -3.1568 -3.8153 -1.3 1.9 0.2 0.0276
H -0.9488 -2.0435 -4.3094 2.4 -0.2 1.4 0.0957
H -1.2500 0.1465 -3.3184 1.5 0.6 0.6 0.0938
H 2.3191 -4.2048 -0.6930 -1.0 1.0 -1.3 0.0936
H 4.3405 -3.2719 -0.4471 0.0 0.8 -1.1 0.0760
H 4.8134 0.4410 -1.9467 -2.1 0.4 1.8 0.1810
H 4.6558 -0.4039 -0.3114 -2.2 1.5 -1.7 0.1448
H 5.5449 1.3432 0.5497 -1.1 0.1 -0.8 0.0967
H 5.1618 2.4038 -0.6870 -0.7 -1.1 1.2 0.1097
H 2.8437 1.9374 -4.5870 0.8 -0.1 0.8 0.1181
H 1.9460 4.1997 -2.8615 1.6 -0.3 0.8 0.1421
C 6.1253 -4.9223 -4.3868 -0.6 0.9 1.1 -0.0915
C 4.9540 -3.9934 -4.1120 -2.6 1.9 1.1 -0.0851
N 3.9822 -3.2228 -3.8841 8.2 -7.9 -7.8 -0.2973
H 5.7653 -5.9455 -4.5252 -0.2 0.3 0.0 0.0821
H 6.6493 -4.6037 -5.2922 -0.3 0.0 0.1 0.0761
H 6.8232 -4.9011 -3.5453 0.2 -0.2 -0.1 0.0598
F -0.9178 0.4109 5.0585 0.1 -0.4 -0.8 0.0287
C -1.0497 0.9454 6.2798 -0.2 0.5 2.1 -0.3127
C -0.0851 1.8315 6.7466 -0.1 -0.4 0.4 -0.0901
C -0.2247 2.3923 8.0161 -0.2 -0.6 0.0 -0.1128
C -1.3229 2.0519 8.8097 0.1 -0.1 -0.2 -0.1112
C -2.2831 1.1576 8.3341 0.4 0.2 -0.2 -0.0883
C -2.1490 0.6057 7.0604 0.2 -0.1 -0.2 -0.0112
H 0.7655 2.0778 6.1194 0.0 0.0 0.0 0.0750
H 0.5199 3.0922 8.3873 -0.1 -0.1 -0.1 0.0919
H -1.4291 2.4860 9.8015 0.0 -0.1 -0.2 0.0911
H -3.1349 0.8909 8.9552 0.1 0.0 -0.2 0.0993
H -2.8907 -0.0841 6.6715 0.1 0.1 0.0 0.1203
O -1.3444 3.1642 -1.5263 0.5 0.1 -0.1 -0.0600
H -1.2708 4.0166 -1.9812 -0.2 -0.3 0.1 0.0476
H -0.9352 2.5355 -2.1396 -0.2 0.0 0.0 -0.0009
O -8.4288 -1.8930 0.2065 1.1 1.4 -0.6 -0.1221
H -8.9382 -2.6818 0.1675 -0.8 -1.4 0.0 -0.0522
Li 1.3618 4.9112 3.8256 -0.2 -0.5 0.1 0.8315
F -1.6382 3.4541 5.9487 0.3 1.0 -1.1 -0.6209
Be 3.1618 -3.6872 -5.6731 0.2 -0.4 -0.6 0.2315
O -7.2198 -2.0165 -2.9240 0.2 -0.2 -1.3 -0.0900
H -7.4566 -1.8998 -2.0221 -0.4 0.2 2.0 -0.1206
N -4.0382 -4.2382 4.2217 0.2 0.1 0.2 -0.6348
O -4.6398 -4.8430 3.3187 -0.1 -0.1 0.0 -0.0274
O -2.9238 -4.6358 4.6000 0.0 0.0 -0.1 -0.0314
O -4.5509 -3.2358 4.7463 -0.1 0.0 -0.1 -0.0209
B 1.6963 2.2977 -7.7200 1.4 -2.5 -1.3 -0.9748
O 1.1123 2.6490 -6.4210 -0.4 1.0 0.4 0.1974
C 0.4786 3.8195 -6.5754 -0.7 -1.0 4.2 -0.4014
O -0.1187 4.3975 -5.6819 0.7 -0.6 -0.8 0.1149
C 0.6145 4.2708 -7.9335 0.2 1.9 -4.6 -0.4005
O 0.1534 5.3003 -8.3990 0.5 -1.2 0.9 0.1352
O 1.3340 3.3849 -8.6357 -0.6 0.7 0.9 0.2276
F 1.1429 1.0386 -8.1937 0.8 1.6 0.7 0.0714
F 3.1432 2.1981 -7.6082 -1.7 0.1 0.1 0.0662
```
Forces are in eV/Å.

The total energy is -112766.3326 eV. The calculation puts the HOMO energy at -4.50 eV. Its net charge is -1.